A cluster of 2 separate species, C2H2OS in total in a non-equilibrium geometry. Source: the OMol25 dataset; level of theory: wB97M-V/def2-TZVPD.

Computed properties:
**E_tot**: -14984.5281 eV
**Energy relative to the best compared isomer or geometry (same formula, charge and spin)**: 3.183 eV
**LUMO level**: 0.214 eV
**Charge**: 0

Each line ends with the Löwdin charge.
Element x y z (Å)
C: 0.82 0.20 0.00  -0.2667
C: -0.32 0.38 -0.58  -0.3408
O: -0.92 -1.43 1.36  -0.5524
S: -0.25 -1.31 0.08  0.8762
H: 1.74 0.63 0.32  0.0654
H: -1.07 1.52 -1.18  0.2182